Record 1
Below is a 9-piece molecular cluster, C38H57BN9O3 overall at a distorted geometry, with properties calculated with ωB97M-V/def2-TZVPD.

The value obtained for the max |F| is 5.34 eV Å⁻¹. Its relative energy (zero: lowest compared OMol25 entry of this formula, charge and spin) is 4.042 eV.

```
! wB97M-V def2-TZVPD RIJCOSX def2/J DEFGRID3
* xyz 1 1
C 0.697 -3.429 -2.530
C 1.372 -1.965 -2.874
O 0.406 -0.905 -3.198
C -0.641 -0.772 -2.163
C -2.041 -1.412 -2.817
O -3.248 -0.836 -2.209
N -4.219 -0.601 -3.107
B -5.576 -1.089 -2.547
O -6.821 -0.272 -2.753
C -5.745 -2.532 -1.743
C -6.124 -3.771 -2.765
H 0.235 -3.364 -1.435
H -0.173 -3.651 -3.314
H 1.464 -4.318 -2.524
H 2.160 -1.635 -2.041
H 2.028 -2.138 -3.856
H -0.360 -1.244 -1.130
H -0.864 0.385 -1.991
H -1.938 -1.259 -3.972
H -2.024 -2.562 -2.496
H -4.319 0.451 -3.191
H -4.109 -1.087 -4.023
H -6.585 0.694 -2.604
H -6.685 -2.417 -1.019
H -4.798 -2.815 -1.117
H -6.646 -3.398 -3.769
H -6.906 -4.533 -2.282
H -5.178 -4.431 -3.069
N -3.630 1.280 -0.383
C -3.578 1.721 0.914
C -3.418 3.089 0.892
C -3.378 3.487 -0.466
C -3.515 2.351 -1.231
H -3.738 0.316 -0.669
H -3.657 1.026 1.739
H -3.339 3.730 1.760
H -3.263 4.495 -0.844
H -3.538 2.212 -2.304
N 2.515 -2.140 2.156
C 1.627 -1.698 1.211
C 1.922 -0.381 0.934
C 3.030 -0.019 1.736
C 3.377 -1.125 2.479
H 2.532 -3.071 2.553
H 0.863 -2.355 0.818
H 1.396 0.249 0.229
H 3.522 0.944 1.768
H 4.162 -1.276 3.209
N 6.858 -1.051 1.873
C 8.044 -0.741 1.260
C 9.063 -1.305 1.994
C 8.470 -1.985 3.085
C 7.108 -1.814 2.984
H 5.942 -0.763 1.554
H 8.062 -0.145 0.357
H 10.119 -1.236 1.768
H 8.982 -2.540 3.861
H 6.297 -2.168 3.606
N 4.015 2.413 -0.805
C 3.127 2.856 -1.750
C 3.422 4.172 -2.028
C 4.530 4.535 -1.225
C 4.877 3.429 -0.482
H 4.032 1.483 -0.408
H 2.363 2.199 -2.143
H 2.896 4.803 -2.733
H 5.022 5.498 -1.193
H 5.662 3.278 0.247
N -9.097 -2.899 -6.911
C -9.123 -2.643 -5.565
C -10.111 -3.422 -5.003
C -10.696 -4.178 -6.046
C -10.049 -3.838 -7.213
H -8.472 -2.464 -7.577
H -8.440 -1.930 -5.123
H -10.379 -3.444 -3.955
H -11.503 -4.894 -5.956
H -10.185 -4.181 -8.230
N -1.078 -1.636 3.752
C -1.293 -1.614 5.106
C -2.652 -1.657 5.322
C -3.279 -1.712 4.054
C -2.283 -1.700 3.103
H -0.172 -1.609 3.303
H -0.462 -1.569 5.797
H -3.139 -1.650 6.288
H -4.342 -1.756 3.856
H -2.329 -1.731 2.022
N -2.047 7.342 -0.347
C -1.226 6.351 0.124
C 0.078 6.753 -0.065
C 0.042 8.034 -0.666
C -1.283 8.375 -0.826
H -3.058 7.317 -0.341
H -1.638 5.447 0.551
H 0.960 6.185 0.202
H 0.890 8.642 -0.950
H -1.746 9.261 -1.239
N 10.622 -0.175 6.367
C 10.407 -0.154 7.720
C 9.048 -0.196 7.936
C 8.421 -0.251 6.669
C 9.417 -0.240 5.717
H 11.528 -0.148 5.918
H 11.238 -0.108 8.412
H 8.561 -0.190 8.903
H 7.358 -0.295 6.471
H 9.371 -0.271 4.637
*
```

Record 2
Below is one molecule with the formula C4H7NO2, with properties calculated with ωB97M-V/def2-TZVPD.

The value obtained for the max |F| is 0.61 eV Å⁻¹. As for the SMILES: C/N=C/OC(C)=O. Its relative energy (zero: lowest compared OMol25 entry of this formula, charge and spin) is 1.165 eV.

```
! wB97M-V def2-TZVPD RIJCOSX def2/J DEFGRID3
* xyz 0 1
C -1.910 -1.309 0.535
N -0.875 -0.482 -0.049
C -0.813 0.717 0.325
O 0.092 1.601 -0.155
C 1.134 1.140 -0.971
C 2.095 0.198 -0.299
O 1.264 1.618 -2.057
H -2.559 -0.773 1.246
H -2.533 -1.719 -0.266
H -1.448 -2.154 1.055
H -1.475 1.210 1.045
H 2.770 0.793 0.327
H 2.681 -0.314 -1.063
H 1.576 -0.527 0.326
*
```

Record 3
Below is C26H78O13Ti as an isolated structure at a distorted geometry, with properties calculated with ωB97M-V/def2-TZVPD.

Its total energy is -2864.65622 Ha. As for the expectation value of S²: 3.75. The value obtained for the max |F| is 2.06 eV Å⁻¹.

```
! wB97M-V def2-TZVPD RIJCOSX def2/J DEFGRID3
* xyz 1 4
Ti -0.069 -0.738 -0.701
C 2.680 0.444 -0.128
C 2.063 1.768 -0.552
O 0.634 1.503 -0.823
H 3.716 0.625 0.050
H 2.538 -0.169 -1.043
H 2.200 0.045 0.750
H 2.582 2.047 -1.439
H 2.104 2.570 0.163
H 0.055 2.174 -0.392
C 2.000 4.995 -3.087
C 2.186 5.749 -1.753
O 0.955 6.069 -1.125
H 1.289 5.532 -3.742
H 1.565 4.005 -2.951
H 2.939 4.876 -3.591
H 2.744 6.644 -1.919
H 2.668 5.113 -1.008
H 0.330 6.380 -1.802
C 3.419 2.661 4.318
C 3.219 2.467 2.849
O 4.365 2.822 2.066
H 2.572 2.157 4.837
H 3.421 3.739 4.524
H 4.351 2.237 4.734
H 2.398 3.096 2.531
H 2.976 1.453 2.512
H 4.940 3.391 2.629
C 0.239 -0.136 -5.340
C 0.559 0.022 -3.889
O -0.380 -0.623 -3.068
H -0.685 0.355 -5.604
H 0.118 -1.219 -5.542
H 0.988 0.255 -6.041
H 0.621 1.031 -3.523
H 1.544 -0.429 -3.760
H -1.144 -0.023 -2.947
C 5.152 -3.985 1.477
C 4.256 -3.477 0.408
O 2.843 -3.668 0.779
H 5.058 -5.058 1.513
H 4.872 -3.553 2.439
H 6.214 -3.735 1.280
H 4.509 -3.941 -0.523
H 4.342 -2.371 0.290
H 2.590 -4.589 0.712
C -1.099 3.436 -2.844
C -2.254 2.643 -3.456
O -2.494 1.334 -2.809
H -1.157 4.396 -3.384
H -0.154 2.984 -3.138
H -1.150 3.506 -1.734
H -2.039 2.386 -4.490
H -3.066 3.302 -3.380
H -3.318 1.035 -3.182
C -4.142 0.922 0.619
C -3.129 -0.129 0.391
O -1.935 0.530 -0.172
H -3.857 1.714 1.330
H -5.102 0.490 0.901
H -4.272 1.419 -0.372
H -3.506 -0.837 -0.324
H -2.796 -0.660 1.267
H -2.231 1.037 -0.939
C -1.013 0.271 3.555
C -0.170 0.480 2.339
O -0.127 -0.700 1.496
H -0.635 -0.566 4.134
H -2.060 0.063 3.242
H -1.083 1.183 4.144
H 0.876 0.722 2.562
H -0.573 1.248 1.702
H 0.433 -1.308 2.003
C -3.344 -2.476 -3.061
C -2.872 -3.602 -3.915
O -2.453 -4.674 -3.068
H -2.671 -2.197 -2.279
H -4.318 -2.702 -2.573
H -3.565 -1.584 -3.615
H -1.941 -3.342 -4.445
H -3.623 -3.934 -4.635
H -3.169 -5.243 -2.863
C 3.125 -2.366 4.943
C 2.686 -1.389 3.906
O 1.884 -1.974 2.894
H 2.252 -2.876 5.366
H 3.681 -1.832 5.723
H 3.785 -3.106 4.478
H 3.542 -0.946 3.377
H 2.115 -0.558 4.344
H 2.379 -2.589 2.299
C -2.157 3.884 1.389
C -0.751 4.439 1.592
O 0.162 3.968 0.614
H -2.517 4.287 0.431
H -2.845 4.248 2.141
H -2.129 2.785 1.383
H -0.375 4.129 2.579
H -0.631 5.528 1.625
H 0.316 4.625 -0.082
C -0.802 -4.495 -0.302
C 0.071 -3.895 -1.360
O 0.759 -2.728 -0.805
H -1.273 -3.667 0.274
H -0.187 -5.021 0.395
H -1.605 -5.117 -0.734
H -0.532 -3.424 -2.144
H 0.831 -4.606 -1.716
H 1.046 -3.022 0.094
C -4.757 -4.458 2.056
C -4.102 -3.480 1.108
O -5.016 -2.496 0.646
H -5.220 -3.932 2.887
H -4.048 -5.191 2.470
H -5.516 -4.975 1.499
H -3.754 -4.050 0.279
H -3.222 -2.998 1.498
H -5.723 -2.354 1.274
*
```

Record 4
Below is C35H27IN3O3PRuS as an isolated structure at a distorted geometry, with properties calculated with ωB97M-V/def2-TZVPD.

As for the expectation value of S²: 0.76. The value obtained for the max |F| is 1.10 eV Å⁻¹. Its relative energy (zero: lowest compared OMol25 entry of this formula, charge and spin) is 0.000 eV.

```
! wB97M-V def2-TZVPD RIJCOSX def2/J DEFGRID3
* xyz 1 2
Ru -0.539 1.360 -0.090
C 4.722 -0.795 0.354
C 4.796 0.182 -0.633
C 3.742 1.056 -0.831
C 2.605 0.929 -0.041
C 2.520 -0.041 0.948
C 3.591 -0.899 1.150
N 1.486 1.797 -0.254
N 1.820 2.966 -0.576
C 0.742 3.808 -0.790
C 0.986 5.130 -1.161
C -0.099 5.956 -1.376
C -1.392 5.458 -1.225
C -1.628 4.137 -0.858
C -0.553 3.292 -0.624
H 5.551 -1.475 0.501
H 5.679 0.262 -1.252
H 3.780 1.819 -1.597
H 1.626 -0.135 1.549
H 3.532 -1.653 1.923
H 2.004 5.475 -1.284
H 0.052 6.987 -1.667
H -2.236 6.114 -1.398
H -2.645 3.782 -0.758
O -3.983 1.516 -2.150
S -2.906 0.859 -1.496
O -1.568 0.918 -2.137
O -2.644 1.330 -0.089
C -3.293 -0.841 -1.259
C -4.581 -1.278 -1.507
C -4.920 -2.589 -1.197
C -3.977 -3.430 -0.628
C -2.686 -2.977 -0.383
C -2.320 -1.675 -0.704
P -0.592 -1.115 -0.501
C 0.209 -1.752 -2.000
C 1.556 -1.465 -2.216
C 2.208 -1.960 -3.332
C 1.518 -2.738 -4.252
C 0.176 -3.019 -4.048
C -0.478 -2.532 -2.926
C 0.002 -2.163 0.863
C 0.885 -3.220 0.679
C 1.326 -3.955 1.773
C 0.892 -3.635 3.050
C 0.004 -2.581 3.239
C -0.437 -1.849 2.150
H -5.301 -0.593 -1.932
H -5.922 -2.946 -1.392
H -4.241 -4.449 -0.378
H -1.957 -3.651 0.049
H 2.105 -0.870 -1.504
H 3.255 -1.734 -3.486
H 2.025 -3.120 -5.128
H -0.368 -3.617 -4.767
H -1.527 -2.757 -2.787
H 1.232 -3.472 -0.315
H 2.009 -4.781 1.624
H 1.238 -4.209 3.900
H -0.346 -2.338 4.234
H -1.139 -1.032 2.300
I 2.345 3.030 4.864
C 0.567 2.503 3.935
C -0.615 2.357 4.645
C -1.759 2.004 3.951
C -1.695 1.782 2.591
N -0.546 1.913 1.903
C 0.560 2.286 2.570
H -0.642 2.518 5.714
H -2.707 1.894 4.459
H -2.566 1.501 2.017
H 1.461 2.422 1.995
*
```

Record 5
Below is a 4-piece molecular cluster, C17H39FNO8 overall at a distorted geometry, with properties calculated with ωB97M-V/def2-TZVPD.

Its total energy is -1427.34161 Ha. The value obtained for the max |F| is 8.55 eV Å⁻¹.

```
! wB97M-V def2-TZVPD RIJCOSX def2/J DEFGRID3
* xyz -1 1
C 3.782 -3.938 -0.777
C 3.490 -2.706 -1.862
C 2.927 -1.347 -1.092
O 1.537 -1.079 -1.588
N 0.766 -1.569 -0.574
C -0.275 -2.522 -1.130
C 0.081 -4.109 -0.905
O -0.165 -5.059 -1.811
F 0.669 -4.535 0.410
H 4.926 -3.921 -0.499
H 3.141 -3.778 0.197
H 3.433 -4.986 -1.229
H 2.575 -3.089 -2.523
H 4.409 -2.488 -2.565
H 2.846 -1.563 0.079
H 3.591 -0.400 -1.326
H -0.545 -2.271 -2.246
H -1.271 -2.317 -0.504
C -1.465 0.139 1.089
O -2.715 -0.503 1.316
C -2.919 -0.816 2.698
C -3.882 0.177 3.356
O -3.298 1.480 3.451
C -3.802 2.370 2.462
H -1.458 0.519 0.063
H -1.311 0.979 1.772
H -0.652 -0.585 1.200
H -1.965 -0.854 3.237
H -3.366 -1.814 2.735
H -4.086 -0.155 4.379
H -4.837 0.214 2.818
H -4.832 2.647 2.703
H -3.760 1.930 1.462
H -3.187 3.274 2.469
C 8.859 0.444 0.258
O 8.240 1.706 0.483
C 7.141 1.936 -0.405
C 5.801 1.719 0.302
O 5.605 0.340 0.630
C 5.840 0.076 2.009
H 9.552 0.251 1.081
H 8.126 -0.366 0.222
H 9.427 0.473 -0.678
H 7.221 1.307 -1.300
H 7.205 2.982 -0.724
H 4.993 2.000 -0.381
H 5.720 2.350 1.195
H 5.025 0.493 2.609
H 6.795 0.488 2.344
H 5.859 -1.007 2.152
C -4.560 0.667 -1.938
O -4.835 2.058 -2.061
C -5.927 2.317 -2.951
C -7.206 2.648 -2.177
O -7.693 1.504 -1.468
C -7.397 1.567 -0.077
H -3.858 0.529 -1.111
H -5.466 0.093 -1.724
H -4.095 0.298 -2.858
H -6.086 1.474 -3.633
H -5.645 3.187 -3.552
H -7.984 2.935 -2.891
H -7.046 3.493 -1.496
H -8.027 2.323 0.402
H -6.343 1.793 0.104
H -7.624 0.593 0.366
*
```

Record 6
Below is a 2-piece molecular cluster, C7H15N overall at a distorted geometry, with properties calculated with ωB97M-V/def2-TZVPD.

The value obtained for the max |F| is 2.43 eV Å⁻¹. As for the SMILES: C=C(C)C.C=NCC. Its relative energy (zero: lowest compared OMol25 entry of this formula, charge and spin) is 2.128 eV.

```
! wB97M-V def2-TZVPD RIJCOSX def2/J DEFGRID3
* xyz 0 1
C -3.558 -1.822 0.956
C -2.491 -1.093 0.569
C -1.109 -1.694 0.292
C -2.578 0.421 0.665
H -4.573 -1.454 0.939
H -3.343 -2.842 1.312
H -0.720 -1.286 -0.692
H -1.136 -2.805 0.227
H -0.438 -1.396 1.138
H -3.635 0.767 0.687
H -2.140 0.878 -0.245
H -2.077 0.926 1.510
C 1.819 2.840 -0.361
N 2.522 1.839 0.059
C 2.202 0.517 -0.409
C 3.462 -0.077 -1.118
H 1.140 2.761 -1.227
H 1.949 3.788 0.193
H 1.928 -0.131 0.452
H 1.359 0.540 -1.113
H 3.292 -1.090 -1.513
H 3.846 0.557 -1.938
H 4.279 -0.146 -0.383
*
```

Record 7
Below is one molecule with the formula C4H9NO, with properties calculated with ωB97M-V/def2-TZVPD.

The value obtained for the max |F| is 0.63 eV Å⁻¹. As for the SMILES: C[C@@]1(CO)CN1. Its relative energy (zero: lowest compared OMol25 entry of this formula, charge and spin) is 1.991 eV.

```
! wB97M-V def2-TZVPD RIJCOSX def2/J DEFGRID3
* xyz 0 1
C -1.319 -0.941 0.058
C -0.085 -0.070 0.045
C 1.117 -0.575 -0.747
O 2.237 0.258 -0.602
C -0.350 1.378 0.097
N 0.362 0.714 1.201
H -2.171 -0.296 0.269
H -1.492 -1.369 -0.938
H -1.284 -1.759 0.778
H 1.340 -1.608 -0.425
H 0.860 -0.610 -1.811
H 2.203 0.566 0.322
H -1.368 1.688 0.325
H 0.181 2.020 -0.593
H -0.231 0.603 2.021
*
```

Record 8
Below is an isolated ion of composition C4H14N8 and charge +2 at a distorted geometry, with properties calculated with ωB97M-V/def2-TZVPD.

The value obtained for the max |F| is 6.18 eV Å⁻¹. Its relative energy (zero: lowest compared OMol25 entry of this formula, charge and spin) is 2.197 eV.

```
! wB97M-V def2-TZVPD RIJCOSX def2/J DEFGRID3
* xyz 2 1
C 1.598 -0.693 -0.041
C -0.927 -0.768 0.507
C 1.002 1.507 -0.097
C -1.676 -1.964 1.184
N 3.215 -2.377 -0.649
N 2.593 -1.460 -0.105
N 1.925 0.622 0.160
N -1.497 0.016 -0.507
N 0.335 -1.338 -0.012
N -2.673 -0.423 -1.291
N 1.197 2.810 0.114
N 0.331 3.958 0.088
H -0.718 0.064 1.330
H -0.017 1.015 -0.295
H -2.215 -2.581 0.357
H -2.503 -1.664 1.896
H -0.921 -2.679 1.679
H 4.073 -2.656 -0.163
H 2.899 0.829 0.463
H 0.319 -2.294 -0.167
H -2.986 -1.414 -0.944
H -2.344 -0.608 -2.263
H 2.136 3.133 0.340
H -3.538 0.150 -1.152
H -0.475 3.940 -0.556
H 0.867 4.876 0.123
*
```